The following is a DFT calculation (ωB97M-V/def2-TZVPD) of C47H44LuN5O13PS2 as an isolated structure.

Structure (XYZ):
```
113
C47H44LuN5O13PS2 ωB97M-V/def2-TZVPD
Lu -0.259 0.326 -0.792
C -0.369 -3.608 -3.015
C -0.028 -2.287 -3.604
N 0.207 -1.149 -2.977
C 0.541 -0.242 -3.960
C 0.512 -0.841 -5.186
N 0.143 -2.135 -4.935
C 0.786 -0.434 -6.586
O 1.164 0.805 -6.779
O 0.659 -1.253 -7.475
C 0.943 1.143 -3.600
O 1.323 1.907 -4.513
O 0.925 1.416 -2.374
H -0.428 -3.524 -1.936
H 0.400 -4.340 -3.267
H -1.326 -3.967 -3.397
H 0.028 -2.821 -5.665
H 1.233 1.304 -5.878
C 6.354 3.752 1.173
O 5.701 2.522 1.416
C 6.114 1.431 0.701
C 7.325 1.341 0.041
C 7.639 0.190 -0.679
C 6.731 -0.849 -0.739
C 5.513 -0.762 -0.071
C 5.191 0.371 0.656
N 3.986 0.566 1.355
C 2.754 0.050 0.896
N 2.653 -1.275 1.084
C 1.565 -2.164 0.871
C 0.383 -1.803 0.243
C -0.590 -2.828 0.228
C -0.393 -4.092 0.748
C 0.835 -4.430 1.320
C 1.812 -3.458 1.378
O 3.068 -3.662 1.921
C 3.417 -4.983 2.262
N 1.818 0.822 0.443
C 2.205 2.186 0.237
C 1.722 3.194 1.046
C 2.068 4.523 0.820
C 2.903 4.838 -0.235
C 3.411 3.834 -1.057
C 3.085 2.508 -0.811
O 3.594 1.458 -1.500
C 4.260 1.730 -2.719
H 5.736 4.520 1.631
H 6.431 3.945 0.100
H 7.352 3.766 1.622
H 8.029 2.161 0.081
H 8.587 0.124 -1.195
H 6.957 -1.738 -1.312
H 4.794 -1.565 -0.159
H 3.890 1.541 1.616
H 3.431 -1.683 1.579
H -1.559 -2.615 -0.216
H -1.180 -4.838 0.702
H 1.004 -5.423 1.711
H 4.455 -4.953 2.586
H 3.323 -5.651 1.401
H 2.798 -5.364 3.079
H 1.037 2.938 1.844
H 1.675 5.296 1.466
H 3.166 5.869 -0.437
H 4.046 4.095 -1.891
H 4.470 0.761 -3.167
H 5.208 2.251 -2.542
H 3.621 2.310 -3.388
O -1.854 1.015 -2.472
S -2.989 0.414 -1.760
O -3.991 -0.181 -2.595
O -2.404 -0.488 -0.740
C -3.833 1.693 -0.823
C -5.132 1.958 -1.228
C -5.926 2.853 -0.524
C -5.424 3.489 0.593
C -4.117 3.251 0.997
C -3.315 2.356 0.307
S -1.587 2.334 0.801
O -0.871 2.612 -0.455
O -1.466 3.318 1.839
O -1.194 0.971 1.214
H -5.509 1.432 -2.094
H -6.940 3.046 -0.852
H -6.037 4.187 1.147
H -3.689 3.763 1.846
C -3.059 -2.689 3.574
P -3.026 -1.445 2.193
C -3.737 -0.054 3.187
C -2.795 0.706 3.882
C -3.176 1.787 4.660
C -4.516 2.138 4.753
C -5.466 1.379 4.088
C -5.081 0.287 3.321
C -4.449 -2.072 1.216
C -5.356 -1.241 0.560
C -6.326 -1.761 -0.284
C -6.398 -3.127 -0.510
C -5.476 -3.965 0.100
C -4.509 -3.441 0.946
H -4.072 -2.914 3.909
H -2.488 -2.273 4.405
H -2.563 -3.609 3.261
H -1.745 0.459 3.782
H -2.423 2.364 5.182
H -4.816 2.997 5.341
H -6.516 1.634 4.166
H -5.845 -0.308 2.839
H -5.294 -0.168 0.687
H -7.012 -1.089 -0.782
H -7.148 -3.532 -1.178
H -5.501 -5.031 -0.091
H -3.782 -4.109 1.392
```

Properties
HOMO energy in Ha: -0.2015
Gap between HOMO and LUMO in eV: 7.77
E_LUMO in eV: 2.3
Total charge: -1
Relative energy (zero: lowest compared OMol25 entry of this formula, charge and spin) in kcal/mol: 0.0



The following is a DFT calculation (ωB97M-V/def2-TZVPD) of C47H44N8OP2Ti as an isolated structure.

Structure (XYZ):
```
103
C47H44N8OP2Ti ωB97M-V/def2-TZVPD
Ti -0.538 0.472 0.635
N -5.468 -1.846 0.074
C -4.698 -0.769 -0.037
N -3.596 -0.578 0.633
C -3.217 -1.533 1.544
N -2.201 -1.244 2.335
N -1.738 -0.008 2.168
C -1.685 0.853 3.129
C -1.525 2.226 2.703
C -1.721 3.301 3.573
C -1.869 4.576 3.045
C -1.847 4.724 1.665
C -1.613 3.612 0.866
N -1.420 2.380 1.349
C -3.972 -2.742 1.714
C -3.671 -3.726 2.671
C -4.498 -4.816 2.826
C -5.651 -4.943 2.042
C -5.986 -3.978 1.116
C -5.156 -2.871 0.947
H -6.347 -1.904 -0.434
H -5.007 0.008 -0.725
H -1.986 0.599 4.145
H -1.792 3.131 4.638
H -2.039 5.421 3.695
H -2.033 5.682 1.203
H -1.623 3.734 -0.210
H -2.820 -3.585 3.318
H -4.276 -5.559 3.577
H -6.299 -5.794 2.184
H -6.898 -4.065 0.542
C 0.188 -2.993 2.587
C 0.123 -2.139 1.381
O 0.478 -0.904 1.396
N -0.152 -2.646 0.191
C -1.131 -3.597 -0.275
C -1.901 -2.872 -1.371
C -2.557 -3.575 -2.372
C -3.160 -2.868 -3.403
C -3.111 -1.480 -3.377
C -2.459 -0.862 -2.325
N -1.853 -1.528 -1.337
H 0.145 -2.404 3.501
H 1.152 -3.516 2.578
H -0.582 -3.761 2.588
H 0.111 -2.018 -0.575
H -1.799 -3.899 0.540
H -0.644 -4.495 -0.671
H -2.557 -4.654 -2.367
H -3.634 -3.392 -4.218
H -3.548 -0.899 -4.170
H -2.387 0.222 -2.263
C 0.287 2.616 -1.736
N 1.430 1.845 -1.213
P 1.443 2.061 0.530
C 1.949 3.800 0.714
C 2.691 4.381 -0.317
C 3.248 5.634 -0.129
C 3.072 6.304 1.074
C 2.345 5.716 2.101
C 1.781 4.463 1.929
C 2.804 1.193 1.362
C 2.490 0.729 2.647
C 3.489 0.210 3.449
C 4.793 0.147 2.976
C 5.107 0.638 1.716
C 4.122 1.187 0.912
P 1.098 0.135 -1.480
C 2.762 -0.622 -1.304
C 3.047 -1.678 -0.441
C 4.277 -2.313 -0.502
C 5.230 -1.913 -1.425
C 4.962 -0.839 -2.259
C 3.739 -0.199 -2.207
C 0.922 0.050 -3.297
C 1.484 1.036 -4.110
C 1.417 0.926 -5.486
C 0.811 -0.174 -6.071
C 0.300 -1.182 -5.269
C 0.350 -1.076 -3.888
H 0.362 3.661 -1.429
H -0.692 2.179 -1.399
H 0.284 2.594 -2.825
H 2.849 3.853 -1.246
H 3.827 6.078 -0.925
H 3.508 7.281 1.217
H 2.230 6.232 3.042
H 1.230 3.994 2.736
H 1.462 0.807 3.021
H 3.258 -0.127 4.448
H 5.571 -0.266 3.597
H 6.129 0.610 1.372
H 4.365 1.603 -0.055
H 2.330 -2.005 0.299
H 4.476 -3.134 0.168
H 6.171 -2.435 -1.503
H 5.698 -0.501 -2.972
H 3.545 0.625 -2.874
H 1.992 1.884 -3.677
H 1.845 1.707 -6.094
H 0.754 -0.254 -7.146
H -0.136 -2.056 -5.727
H -0.037 -1.881 -3.277
```

Properties
HOMO energy in Ha: -0.6657
Gap between HOMO and LUMO in eV: 5.27
E_LUMO in eV: -12.8
Total charge: +4



> Look up the gap between HOMO and LUMO of the first one.

7.77 eV